No. 1
The following is a quantum chemistry calculation of a molecular structure, C35H37HgNO2P2 at a distorted geometry, from OMol25.

The value obtained for the energy above the lowest of the compared OMol25 structures with the same formula, charge and spin is 46.0 kcal per mole. The LUMO energy is -0.0463 Ha. The HOMO energy comes out at -5.998 eV. The calculation puts the HOMO-LUMO gap at 4.74 eV.

CARTESIAN COORDINATES (ANGSTROEM)
H -5.78124 1.65482 0.41486
C -1.67873 -4.65501 -2.72262
H -3.27389 -7.56026 -3.10678
C -4.29019 -5.76360 -2.49843
C -3.84855 1.91171 -0.54107
H 0.55681 -2.16610 -0.40949
H -1.62958 -2.85045 0.08971
O 0.70805 0.14134 -0.14744
C 1.13439 -2.75168 -1.12676
H -2.67451 -3.60344 1.32184
H -5.86481 -1.86117 -1.16531
H 2.02146 -4.00056 0.39101
C -1.96676 -5.89820 -3.59331
C 1.99682 -3.75117 -0.67337
C 1.03941 -2.47412 -2.50494
H -0.91811 -0.88806 -6.08881
C -2.78083 2.79523 -0.78501
H -5.54669 -4.06725 -2.22650
H 3.46305 -4.60915 -3.63601
P -3.90725 0.27271 -1.32848
C -4.47961 -1.35401 2.43533
C -4.48021 -0.76117 0.08582
H -5.93760 4.02335 1.15201
H -5.10595 -6.34461 -2.06649
C -4.29850 -3.53903 -3.90837
H 2.10205 -0.02239 -3.13280
C -2.15065 -0.20592 -1.46107
H 1.94525 -2.83795 -4.45523
H -3.85411 -6.57057 -4.44936
H -1.57943 -0.28823 -0.52981
C -4.58334 -4.36551 -2.66041
C -3.95822 -0.61074 1.37313
C -1.67705 -3.42823 -3.48113
H -4.11220 -1.17952 3.44734
H -1.22253 -6.66686 -3.32137
H -0.74008 -4.77028 -2.17002
H -2.04171 0.18835 -3.54029
Hg -3.16697 -4.67211 -1.10689
H -4.04878 5.58911 0.69475
H -0.80805 -3.47850 -4.18208
P -0.32351 -1.53088 -3.27129
H 2.21932 1.94832 -6.94166
C -1.62049 -0.41097 -2.71019
C -5.47305 -2.31378 2.19915
C 2.26476 1.07169 -4.97328
C 1.93770 -3.11282 -3.39585
C 0.61507 0.53362 -6.67145
C -4.97335 2.35559 0.18622
H -2.00773 4.78254 -0.50157
N 1.12541 1.22413 -0.59918
H -4.72917 -4.06537 -4.77527
H -4.93649 -2.63969 -3.82411
C -2.04224 -3.80331 0.44735
C -5.04981 3.67684 0.61695
H 0.21928 0.67020 -7.68253
C 1.67386 0.14663 -4.11511
C 2.82252 -4.43350 -1.57336
H -2.70315 -3.39963 -5.35279
H 3.48137 -5.22353 -1.21825
H -1.21436 -4.47318 0.70402
C -0.02142 -0.34197 -5.79814
H -1.79710 -5.66062 -4.65627
C -3.98812 4.55560 0.35955
H -6.71188 -3.27362 0.70549
C -5.95872 -2.50710 0.89850
C -5.47851 -1.73107 -0.15252
C 0.51481 -0.54305 -4.51412
C 2.80464 -4.09822 -2.93045
H -5.85410 -2.92001 3.02303
C -2.87821 -3.04962 -4.31551
H 3.12073 1.64816 -4.63676
O 0.66637 1.75100 -1.62639
H -2.91999 -1.95317 -4.42858
H -3.15050 0.10288 1.55321
H -1.89578 2.43694 -1.31965
C 1.74178 1.24422 -6.26059
C -2.84961 4.10758 -0.31991
C -3.38874 -6.51603 -3.45210

Forces on atoms 1 to 3 (eV/Å):
0.2 0.3 -0.1
1.2 -0.8 1.5
-0.2 0.4 -0.1

Löwdin population analysis, charges in e, atoms 1 to 8: 0.1026, -0.4200, 0.1102, -0.2976, -0.3988, 0.0821, -0.0378, -0.2078



No. 2
The following is a quantum chemistry calculation of 2 unconnected molecules or ions with the total composition F2HNS at a distorted geometry, from OMol25.

The value obtained for the energy above the lowest of the compared OMol25 structures with the same formula, charge and spin is 9.1 kcal per mole. The LUMO energy is -0.0630 Ha. The HOMO energy comes out at -12.065 eV. The calculation puts the HOMO-LUMO gap at 10.35 eV.

CARTESIAN COORDINATES (ANGSTROEM)
H 1.59049 0.05665 0.22811
F -2.19533 -0.83489 0.21685
F 1.92495 -0.33160 -0.53412
S -1.27460 0.54978 -0.30958
N -0.04551 0.56006 0.39873

Forces on atoms 1 to 3 (eV/Å):
-0.2 0.3 0.6
0.5 1.5 -0.8
1.0 -0.7 -1.0

Computed natural (NBO) charges, given in elementary charges: 0.5654, -0.5616, -0.5677, 1.2879, -0.7240



No. 3
The following is a quantum chemistry calculation of 2 unconnected molecules or ions with the total composition CH4N3O3 at a distorted geometry, from OMol25.

The value obtained for the energy above the lowest of the compared OMol25 structures with the same formula, charge and spin is 98.1 kcal per mole. The LUMO energy is 0.1510 Ha. The HOMO energy comes out at -2.720 eV. As for the total charge: -1. The calculation puts the HOMO-LUMO gap at 6.83 eV.

CARTESIAN COORDINATES (ANGSTROEM)
N -0.08448 0.54027 0.51809
O -2.55513 -1.20446 -0.61571
H -2.46274 0.19394 0.98209
N 0.99562 -0.25390 0.45240
N 2.13045 -0.10964 -0.19666
H 1.02587 -0.95849 1.11158
O 2.35742 0.75138 -1.06219
H -2.13399 0.90032 -0.83783
H -0.02172 1.18093 -0.27693
O 3.02606 -0.93715 0.09841
C -2.27737 -0.10319 -0.17323

Forces on atoms 1 to 3 (eV/Å):
-1.0 1.1 -0.6
0.5 0.9 0.1
0.4 -0.7 -2.3

natural (NBO) population analysis, charges in e, atoms 1 to 8: -0.7752, -0.6378, 0.1035, -0.1804, 0.5599, 0.3775, -0.5367, 0.0868



No. 4
The following is a quantum chemistry calculation of 5 unconnected molecules or ions with the total composition C16H48ClN4O4, from OMol25.

The value obtained for the energy above the lowest of the compared OMol25 structures with the same formula, charge and spin is 0.0 kcal per mole. The LUMO energy is -0.2697 Ha. The HOMO energy comes out at -17.155 eV. As for the total charge: +3. The calculation puts the HOMO-LUMO gap at 9.82 eV.

CARTESIAN COORDINATES (ANGSTROEM)
H -13.42292 6.44621 -0.50416
H -5.79493 9.26012 1.46292
H -9.62708 8.44476 -7.37076
H -14.17732 5.43063 -2.52906
H -8.33397 17.14294 -3.15948
H -10.63170 7.01304 -4.63623
C -8.38034 5.87357 -5.65013
H -6.92252 15.18668 -2.84354
H -8.04028 8.03140 -6.96455
H -12.25659 8.53926 -4.63839
H -8.68100 4.84817 -5.44442
H -11.52710 8.23747 -2.19003
H -7.80655 14.63352 -4.29564
C -5.01335 7.04109 0.14763
O -11.55569 7.64053 -6.37301
H -11.04740 8.52421 1.44551
Cl -8.96841 9.24561 -3.12329
H -4.86273 9.88477 0.06153
H -10.43853 7.15969 -0.51092
H -8.18514 6.43078 -4.73231
H -9.83663 13.11373 -2.61056
H -11.40165 9.40495 -1.02745
C -12.61560 8.19131 -5.61392
C -7.77770 13.25728 -2.61790
H -9.55420 16.50048 -4.27262
H -5.38017 6.03585 -0.04875
H -4.06143 7.21251 -0.35437
H -13.43244 7.47420 -5.49597
H -9.62103 6.18688 -7.42907
O -12.23219 6.09119 -2.16868
H -5.66155 12.94184 -2.65914
H -9.99116 17.00386 -2.61011
O -9.00292 15.21704 -2.72021
N -9.06009 12.58642 -3.02279
C -5.81047 9.43402 0.38097
H -7.46071 5.82207 -6.23570
C -9.23705 16.52616 -3.22740
H -6.44579 12.37753 -4.09784
H -13.00406 9.03718 -6.17800
C -11.74277 7.75162 1.10045
H -11.55487 6.90506 1.75976
C -7.80840 14.64676 -3.19431
C -10.78033 6.68204 -5.67164
H -6.80877 8.73661 -2.22018
C -6.56183 12.43865 -3.01267
H -7.90888 11.90631 0.71281
H -6.61408 11.44715 -2.56662
C -12.37722 6.22925 -0.76644
C -13.14514 5.12934 -2.70873
H -12.07149 5.30959 -0.25789
O -6.90831 10.26233 0.06559
H -4.83461 7.13461 1.21816
C -6.97313 11.39578 0.92185
H -11.29828 5.71784 -5.69113
H -9.16897 12.64917 -4.03841
H -9.13566 11.57869 -2.77066
N -11.85331 8.51923 -1.25752
H -7.07526 7.79370 -0.00360
H -7.81770 13.36378 -1.53456
H -9.10307 8.58264 -5.82581
H -6.15787 12.10478 0.71894
N -6.04188 8.19633 -1.76411
C -11.49173 7.36712 -0.33737
H -12.94301 5.04378 -3.77292
C -6.05250 8.08082 -0.24155
H -5.16397 8.60582 -2.09427
H -12.74842 8.13781 1.27158
H -6.11155 7.25112 -2.14710
H -6.89922 11.10927 1.97212
N -9.01877 8.00508 -6.67600
H -12.86525 8.66124 -1.23628
C -9.47355 6.56881 -6.42046
H -12.95493 4.14129 -2.27883

Forces on atoms 1 to 3 (eV/Å):
0.0 0.0 0.0
0.3 0.1 0.0
0.1 -0.1 -0.1

Löwdin population analysis, charges in e, atoms 1 to 8: 0.1495, 0.1440, 0.1710, 0.1030, 0.1022, 0.0995, -0.0270, 0.1532



No. 5
The following is a quantum chemistry calculation of 2 unconnected molecules or ions with the total composition C4H7N3O3 at a distorted geometry, from OMol25.

The value obtained for the energy above the lowest of the compared OMol25 structures with the same formula, charge and spin is 54.8 kcal per mole. As for the SMILES: Nc1cnc(OC=O)[nH]1.O. The LUMO energy is 0.0200 Ha. The HOMO energy comes out at -8.020 eV. The calculation puts the HOMO-LUMO gap at 8.56 eV.

CARTESIAN COORDINATES (ANGSTROEM)
O 1.84248 -1.37153 5.57771
O 3.30840 -2.12520 2.60422
N 4.25681 -1.91649 5.40829
H 4.10310 -1.64228 2.35948
H 4.26903 -5.15626 5.66526
H 0.34683 -0.09504 5.14614
H 4.61045 -0.96788 5.40680
H 6.76378 -3.92090 6.01722
C 3.00871 -2.31880 5.04283
C 1.27907 -0.52803 4.75054
C 4.08070 -4.09352 5.54359
H 6.68032 -2.32263 6.46532
N 6.36195 -3.01763 5.79720
C 4.98678 -3.06260 5.62982
N 2.84193 -3.59875 5.16279
H 2.54591 -1.35431 2.77850
O 1.57101 -0.44858 3.55934

Forces on atoms 1 to 3 (eV/Å):
2.2 -1.4 -0.8
-2.1 2.3 -0.2
0.3 0.7 -0.1

natural (NBO) population analysis, charges in e, atoms 1 to 8: -0.4904, -0.9941, -0.5754, 0.4548, 0.2123, 0.1507, 0.4208, 0.3908



No. 6
The following is a quantum chemistry calculation of a molecular structure, C10H24Br4FO6P2S at a distorted geometry, from OMol25.

The value obtained for the energy above the lowest of the compared OMol25 structures with the same formula, charge and spin is 63.9 kcal per mole. The LUMO energy is 0.0816 Ha. The HOMO energy comes out at -4.651 eV. As for the total charge: -1. The calculation puts the HOMO-LUMO gap at 6.87 eV.

CARTESIAN COORDINATES (ANGSTROEM)
H 0.37315 1.05801 2.74418
C -0.61868 -1.11032 1.36571
H -0.15086 -2.29179 -1.79183
H 2.10575 3.44993 -1.34935
H -1.20100 1.64079 0.81324
H -1.03671 -0.50462 0.48092
O 1.67455 1.22858 -1.80208
C 0.95830 -1.33204 1.19102
P 1.93712 2.33877 -0.44628
O 2.16129 -2.17813 -2.66207
H -0.04321 0.41468 -1.14968
H 1.09140 -2.36076 0.68282
O 4.11070 -0.46204 -1.23625
H -2.72446 1.42218 1.80181
C 1.05517 0.04409 -1.21997
H -1.53068 2.86360 2.13090
P 0.83331 -1.43632 -2.40461
O -1.02256 -0.61580 2.65571
H 2.31805 3.20216 0.67303
H -1.10495 -2.15171 1.26040
H -1.04191 1.05385 3.89891
H 0.75274 -6.67765 -4.23384
C -3.72942 5.60641 2.16950
C 0.87645 -5.46892 -2.42165
H 0.24938 -0.97702 -3.64820
C -4.23478 4.72854 1.05147
C 0.46333 -6.70346 -3.18382
H -3.85039 3.70964 1.09672
Br -1.46929 -6.95596 -3.13319
H 0.87854 -7.59915 -2.71849
H 0.36875 -5.36469 -1.46253
O 1.93516 1.05748 0.77067
O 3.63683 -2.34752 0.31991
H -5.32555 4.70118 1.04764
H 3.32848 1.98665 -0.60110
Br -3.73914 5.44620 -0.69116
F 4.34288 -0.06145 1.27069
C -1.63192 1.75349 1.87879
H 1.48233 -1.44884 2.21116
H 0.53201 2.66072 -0.33343
H -4.19887 5.33206 3.11562
C -0.74526 0.79314 2.81311
Br -1.81936 5.35302 2.45888
S 3.48579 -0.88100 0.05013
Br 0.50712 -3.84972 -3.43844
H 1.95595 -5.46016 -2.25913
H -3.88524 6.66943 1.98703
C 1.68973 -0.27553 0.24715

Forces on atoms 1 to 3 (eV/Å):
-1.6 -0.6 -0.4
0.0 -1.0 -0.7
0.1 1.4 0.1

natural (NBO) population analysis, charges in e, atoms 1 to 8: 0.2130, -0.0760, -0.0673, -0.1511, 0.2205, 0.1802, -0.7998, -0.4955



No. 7
The following is a quantum chemistry calculation of C22H25ClFN3O5S in the gas phase at a distorted geometry, from OMol25.

The value obtained for the energy above the lowest of the compared OMol25 structures with the same formula, charge and spin is 355.3 kcal per mole. As for the SMILES: O=C(CN(Cc1ccccc1Cl)C(=O)CNS(=O)(=O)c1ccc(F)cc1)NC[C@H]1CCCO1. The LUMO energy is -0.0210 Ha. The HOMO energy comes out at -8.898 eV. The calculation puts the HOMO-LUMO gap at 8.33 eV.

CARTESIAN COORDINATES (ANGSTROEM)
H -1.92225 0.59412 2.92432
H -0.46862 2.03128 -1.39686
O 2.38252 -1.81401 0.69395
H -3.19664 1.58123 2.17679
H 2.70250 2.42027 -0.05117
Cl -4.68069 2.91240 0.39602
H 4.75615 -1.19770 0.07938
H -2.83771 -2.25586 -0.26515
C -1.03677 -4.70676 0.35593
H -3.64501 0.93548 -3.94484
O 1.09252 0.38756 -0.20488
H -0.78940 -0.05258 -0.02235
H -0.68585 3.55669 0.52391
C -3.97834 1.76769 -2.04815
C -0.61290 -3.42796 0.89314
C -2.39285 -0.23233 1.15043
H 4.86304 3.81578 -0.84493
H 0.48988 -5.31776 -1.22215
H 0.50217 -3.25316 0.90622
C 5.90718 1.76487 -0.98019
N -1.23049 1.90610 1.38791
O -3.49622 -0.85381 1.51278
H -1.95265 -1.24931 -1.78949
H -5.01452 1.85319 -2.28364
C -3.18801 1.21970 -2.94794
H -2.36680 3.67299 1.39012
C 3.62538 1.80533 -0.24148
C -1.77017 1.23591 -2.74498
C 0.56017 0.63901 2.68520
S 2.26510 -0.19125 0.60720
H 0.39212 0.85250 3.82384
H -0.55959 -5.26821 1.10804
H -1.16766 -5.54836 -1.51560
C 4.82846 2.59612 -0.65129
C -2.21455 1.06119 2.11826
H -1.19707 -2.84506 1.61631
C -3.72940 2.44591 -0.94365
C -0.70482 -4.79254 -1.11964
N 2.01974 0.54144 1.95654
N -1.54881 -0.43819 0.12995
C -0.74040 -2.69873 -0.58864
C 5.98063 0.53876 -0.64965
C 0.01387 1.89747 1.86706
O 0.94570 2.74221 1.38970
F 7.08432 2.39735 -1.46325
C -1.87962 -1.85766 -0.84376
H -1.19760 1.03596 -3.57161
C 4.84808 -0.22438 -0.07647
C -2.30289 2.30839 -0.61818
C -1.76443 2.95117 0.65944
H -2.02623 -4.85761 0.55574
C 3.59425 0.53739 0.14783
H 2.39448 1.38735 2.35337
O -0.86754 -3.64926 -1.74145
H 6.87939 -0.10675 -0.49026
H 0.24617 -2.18655 -0.83197
C -1.37595 2.03254 -1.72510
H 0.16867 -0.39953 2.40935

Forces on atoms 1 to 3 (eV/Å):
1.8 -1.5 4.7
6.0 0.5 1.3
-0.2 7.0 -0.3

natural (NBO) population analysis, charges in e, atoms 1 to 8: 0.2108, 0.2060, -0.8841, 0.2504, 0.2766, 0.0398, 0.2262, 0.2603



No. 8
The following is a quantum chemistry calculation of a molecular structure, C8H4 at a distorted geometry, from OMol25.

The value obtained for the energy above the lowest of the compared OMol25 structures with the same formula, charge and spin is 114.3 kcal per mole. The LUMO energy (alpha / beta) is -0.0190 / -0.0284 Ha. The HOMO energy (alpha / beta) comes out at -7.784 / -7.526 eV. The calculation puts the HOMO-LUMO gap (alpha / beta) at 7.27 / 6.75 eV.

CARTESIAN COORDINATES (ANGSTROEM)
C 0.42953 -1.23561 0.17287
C 2.66943 0.09732 0.09252
C -0.56627 0.94399 0.21101
C -0.81274 -0.56952 0.18833
H -3.00072 -0.86324 -0.26788
C 1.42345 -0.34284 0.19105
H 4.71620 1.06682 -0.04974
C -2.12034 -0.31616 0.02355
H 0.54688 -2.31146 0.14537
C -1.86352 1.21955 0.15358
C 3.77016 0.61953 -0.00552
H -2.50821 2.07294 0.08603

Forces on atoms 1 to 3 (eV/Å):
-0.3 -0.6 0.1
1.2 0.4 -0.1
0.1 -0.1 0.2

natural (NBO) population analysis, charges in e, atoms 1 to 8: -0.2806, -0.0649, 0.1197, -0.1087, 0.2163, 0.0638, 0.2323, -0.1536